(1)
ORCA calculation (ωB97M-V with the def2-TZVPD basis set) on a cluster of 2 separate species, C4H14N2O in total at a distorted geometry.

Properties
E_HOMO (spin up / spin down) in eV: -14.492 / -13.558
Net charge: +1
Energy above the lowest of the compared OMol25 structures with the same formula, charge and spin in kcal per mole: 32.6
Multiplicity: 2
HOMO-LUMO gap (spin up / spin down) in eV: 11.38 / 5.34

Last column: Löwdin spin population.
Positions of all 21 atoms, in Å:
1 O -1.122 2.797 2.606  0.0028
2 N 0.885 -0.319 0.520  0.4927
3 N -1.762 -0.033 0.748  0.1956
4 C 1.835 -1.407 0.361  0.0620
5 C -1.262 0.064 -0.587  0.0589
6 C 0.250 0.173 -0.685  0.0500
7 C 0.592 -0.403 -2.156  0.0028
8 H 2.593 -1.183 -0.378  0.0317
9 H -2.702 -0.389 0.881  0.0032
10 H 0.541 1.219 -0.939  0.0301
11 H -1.309 1.971 2.156  0.0019
12 H 1.378 -2.310 -0.081  0.0156
13 H 0.022 0.319 -2.776  0.0009
14 H -1.160 -0.400 1.467  0.0027
15 H -0.807 2.618 3.495  0.0000
16 H -1.628 -0.793 -1.214  0.0284
17 H -1.619 0.871 -1.234  0.0063
18 H 0.240 -1.419 -2.314  0.0010
19 H 2.234 -1.570 1.336  0.0004
20 H 1.704 -0.294 -2.333  0.0007
21 H 1.095 0.488 1.128  0.0122


(2)
ORCA calculation (ωB97M-V with the def2-TZVPD basis set) on the molecule C17H22N2O7S2 at a distorted geometry.

Properties
E_HOMO in eV: -8.741
HOMO-LUMO gap in eV: 9.15
Structure (SMILES): CN(C(=O)COC(=O)CNS(=O)(=O)/C=C/c1ccccc1)[C@H]1CCS(=O)(=O)C1

Last column: Mulliken charge in e.
Positions of all 50 atoms, in Å:
1 S 1.712 -2.066 -0.150  1.2439
2 S -1.363 -0.463 -0.293  1.3890
3 O 0.512 0.017 3.249  -0.3065
4 O -0.978 -0.941 -1.590  -0.8140
5 O 2.022 0.884 1.813  -0.6146
6 O 2.313 -3.091 -0.951  -0.7111
7 O 0.429 -2.376 0.430  -0.5642
8 O -2.071 1.988 1.932  -0.6608
9 O -0.353 0.169 0.514  -0.2846
10 N -2.247 -0.172 2.616  0.2639
11 N 2.755 -1.810 1.164  -0.3934
12 C 2.132 -1.452 2.412  -0.7611
13 C 1.787 -0.542 -1.050  -1.1798
14 C 2.098 2.740 -5.003  -0.3883
15 C 2.537 1.492 -5.416  -0.5762
16 C 1.989 0.571 -3.254  0.6385
17 C 1.543 1.831 -2.851  -0.3810
18 C 1.597 2.903 -3.721  -0.7665
19 C -2.307 -1.667 0.687  -1.1118
20 C -1.610 1.025 2.507  1.0362
21 C 1.935 -0.581 -2.366  -0.0607
22 C -3.109 -0.725 1.573  -0.2571
23 C -0.288 1.191 3.273  -1.1663
24 C -3.751 0.299 0.617  -1.0691
25 C -1.884 -1.148 3.623  -1.0012
26 C -2.760 0.706 -0.464  -1.0167
27 C 2.478 0.416 -4.552  -0.4153
28 C 1.554 -0.039 2.421  0.9316
29 H -1.127 -1.853 3.277  0.2288
30 H -3.914 -1.264 2.092  0.5165
31 H 0.246 2.013 2.787  0.4247
32 H -3.147 0.596 -1.471  0.5736
33 H -0.479 1.446 4.320  0.4013
34 H -2.784 -1.705 3.896  0.3349
35 H 2.034 -1.557 -2.824  0.3812
36 H 1.245 3.873 -3.400  0.3883
37 H -4.619 -0.187 0.167  0.4379
38 H 1.135 1.955 -1.860  0.4782
39 H -2.371 1.706 -0.308  0.3757
40 H 3.492 -1.173 0.896  0.3680
41 H -4.091 1.168 1.178  0.3486
42 H -2.930 -2.220 -0.008  0.4366
43 H 2.922 1.360 -6.417  0.3763
44 H -1.615 -2.326 1.193  0.4980
45 H -1.511 -0.648 4.511  0.3670
46 H 1.328 -2.168 2.583  0.3116
47 H 2.868 -1.538 3.218  0.3561
48 H 1.687 0.338 -0.444  0.6133
49 H 2.140 3.580 -5.680  0.3785
50 H 2.819 -0.557 -4.875  0.4016


(3)
ORCA calculation (ωB97M-V with the def2-TZVPD basis set) on a structure of composition C29H46IN11O2RuS2 at a distorted geometry.

Properties
E_HOMO (spin up / spin down) in eV: -8.085 / -9.327
Net charge: +1
Energy above the lowest of the compared OMol25 structures with the same formula, charge and spin in kcal per mole: 52.0
Multiplicity: 6
HOMO-LUMO gap (spin up / spin down) in eV: 6.25 / 7.02

Last column: Löwdin spin population.
Positions of all 92 atoms, in Å:
1 I -0.057 4.898 4.817  0.0015
2 Ru -1.011 1.289 -0.106  3.3220
3 S -3.029 2.201 -1.559  0.0434
4 S 1.010 0.750 -1.775  0.5767
5 O -1.797 1.052 2.158  0.0573
6 O -1.476 0.943 4.356  0.0049
7 N -2.177 3.721 1.385  0.0084
8 N 0.482 -0.319 -4.964  0.0213
9 N 0.740 0.547 1.534  0.0529
10 N -2.914 1.896 -4.236  0.0079
11 N -1.328 -1.361 7.447  0.0000
12 N -0.282 -3.268 6.664  0.0000
13 N -1.514 3.378 -3.538  0.0059
14 N 0.121 -0.475 -1.203  0.3611
15 N 2.062 1.082 -4.781  0.0269
16 N -1.065 -1.636 5.203  0.0000
17 N -0.948 3.549 0.878  0.0424
18 C 0.487 -4.031 0.948  0.0569
19 C -1.072 0.925 3.165  0.0052
20 C 3.024 -1.972 -0.911  0.0076
21 C -2.959 -1.202 -0.189  0.0394
22 C 3.747 -0.745 -0.340  0.0154
23 C 2.492 0.119 -5.679  0.0053
24 C -0.718 -3.612 0.411  -0.0052
25 C -1.433 3.345 -4.914  0.0038
26 C 2.955 -1.973 -2.445  0.0060
27 C -0.793 -2.499 -0.409  0.0458
28 C -2.422 2.474 -3.119  0.0119
29 C -0.888 -2.094 6.411  0.0000
30 C -2.088 -1.759 -2.491  0.0045
31 C 1.651 -2.301 -0.326  0.0535
32 C 0.461 0.803 2.945  0.0030
33 C -2.155 4.162 2.650  0.0094
34 C -0.113 3.918 1.842  0.0123
35 C -0.827 4.304 2.983  0.0043
36 C 0.930 -1.673 3.724  0.0004
37 C 1.187 -0.165 3.897  0.0024
38 C -2.312 2.428 -5.357  0.0039
39 C 1.494 -0.777 -5.793  0.0105
40 C 0.380 -1.725 -0.687  0.0160
41 C 1.644 -3.400 0.528  -0.0049
42 C 2.867 2.190 -4.320  0.0006
43 C -2.154 -2.199 -1.019  0.0086
44 C -0.509 -2.156 3.964  0.0004
45 C -0.735 4.238 -2.677  -0.0005
46 C 0.805 0.835 -4.331  0.0995
47 H -2.555 2.119 -6.357  0.0002
48 H 2.682 2.347 -3.258  -0.0002
49 H -3.045 4.331 3.229  0.0006
50 H 1.683 0.821 1.283  0.0057
51 H -3.913 -0.983 -0.671  0.0015
52 H -1.302 -1.705 8.389  0.0000
53 H 0.538 -4.883 1.614  0.0038
54 H 3.773 -0.797 0.751  0.0004
55 H 1.219 -1.991 2.720  0.0005
56 H -1.297 -2.305 -3.011  0.0003
57 H -0.461 3.700 -1.773  -0.0009
58 H 4.778 -0.737 -0.702  0.0011
59 H -0.394 -0.791 -4.830  0.0007
60 H 0.954 3.903 1.693  0.0003
61 H 2.259 -0.011 3.752  0.0002
62 H -2.701 -3.145 -0.997  0.0022
63 H 3.921 1.963 -4.463  0.0000
64 H 1.419 -1.672 -6.384  0.0011
65 H 0.644 -0.446 1.335  0.0000
66 H 3.656 -2.822 -0.641  0.0004
67 H -0.040 -3.883 5.909  0.0000
68 H -3.646 1.208 -4.221  0.0001
69 H -1.885 -0.691 -2.568  0.0008
70 H -2.419 -0.252 -0.078  0.0126
71 H -1.160 -1.801 3.164  -0.0001
72 H -0.758 3.980 -5.457  0.0003
73 H -1.376 -0.629 5.075  0.0000
74 H 1.583 -2.190 4.433  0.0000
75 H 3.949 -1.827 -2.873  0.0005
76 H 2.301 -1.191 -2.817  0.0035
77 H -2.980 3.443 0.845  0.0007
78 H 0.953 0.143 4.918  0.0005
79 H 0.825 1.806 3.186  -0.0001
80 H -0.538 -3.247 3.945  0.0003
81 H 3.465 0.146 -6.138  0.0006
82 H -0.280 -3.644 7.595  0.0000
83 H 2.572 -2.934 -2.794  0.0003
84 H -1.739 -0.459 7.273  0.0000
85 H -1.623 -4.175 0.612  -0.0017
86 H 3.287 0.191 -0.639  0.0133
87 H -3.153 -1.584 0.814  0.0009
88 H 2.594 -3.813 0.849  -0.0013
89 H -3.036 -1.977 -2.988  0.0005
90 H 0.163 4.547 -3.206  0.0002
91 H 2.630 3.106 -4.864  0.0006
92 H -1.309 5.120 -2.392  0.0003


(4)
ORCA calculation (ωB97M-V with the def2-TZVPD basis set) on the molecule C4H6S2 at a distorted geometry.

Properties
E_HOMO in eV: -8.964
Energy above the lowest of the compared OMol25 structures with the same formula, charge and spin in kcal per mole: 43.9
HOMO-LUMO gap in eV: 9.54
Structure (SMILES): C1SC[C@H]2S[C@H]12

Last column: Mulliken charge in e.
Positions of all 12 atoms, in Å:
1 S -0.292 -1.744 1.577  -0.1326
2 S 0.201 1.256 -1.185  -0.1258
3 C -0.811 -0.587 0.312  -0.1088
4 C -0.838 -0.345 -1.175  -0.5978
5 C 0.940 0.983 0.550  -0.5927
6 C 0.618 -0.493 0.656  -0.1908
7 H -1.371 0.233 0.846  0.2146
8 H 0.437 1.649 1.295  0.2928
9 H 1.981 1.234 0.508  0.3648
10 H 1.224 -1.057 -0.074  0.2240
11 H -0.286 -1.099 -1.740  0.3052
12 H -1.804 -0.028 -1.572  0.3471


(5)
ORCA calculation (ωB97M-V with the def2-TZVPD basis set) on a structure of composition C56H57BrGe2OS4Zn at a distorted geometry.

Properties
E_HOMO in eV: -2.190
Net charge: -2
HOMO-LUMO gap in eV: 6.11

Last column: Mulliken charge in e.
Positions of all 122 atoms, in Å:
1 Br 0.337 2.177 -6.107  -0.5476
2 Ge 0.721 0.821 1.215  0.3708
3 Ge -0.603 -1.010 -1.050  0.1362
4 Zn 1.211 1.561 -4.058  0.2650
5 S 0.221 -0.544 -3.021  -0.4472
6 S -1.362 0.752 0.218  0.0774
7 S 1.010 -1.396 0.580  -0.5343
8 S 2.238 2.076 0.292  -0.4694
9 O 0.553 2.745 -2.270  -0.8922
10 C 7.840 0.936 -2.515  -0.4360
11 C -3.745 -3.845 2.742  -1.7468
12 C 1.377 2.773 4.945  -0.5464
13 C 4.432 1.739 -3.551  2.4851
14 C 2.109 -5.120 -1.369  -1.2242
15 C -0.676 -3.665 -4.364  -0.7756
16 C 0.236 -4.250 -3.292  1.1549
17 C 0.508 1.304 3.130  0.5396
18 C -4.523 1.368 -3.006  -1.2377
19 C 1.493 -4.691 -3.672  -1.3962
20 C -2.105 -0.539 3.823  0.5383
21 C -5.132 1.867 -1.803  0.7530
22 C 0.365 5.467 1.231  -0.8024
23 C 0.597 0.536 5.411  -0.1975
24 C 2.429 -5.098 -2.717  0.8334
25 C -3.852 -0.652 -1.701  -0.2980
26 C 6.518 3.045 -3.697  -0.6037
27 C 1.262 3.730 2.674  -0.9202
28 C -1.269 3.806 2.068  -2.0106
29 C -3.847 -4.492 -1.349  -1.5329
30 C -5.040 1.117 -0.668  -0.8265
31 C -3.295 -2.101 -1.593  0.9743
32 C -2.565 0.871 4.090  -1.3842
33 C 0.383 -4.748 0.469  -1.1553
34 C -0.724 -0.840 3.729  1.2987
35 C 3.172 1.618 -3.702  -2.5820
36 C -2.692 -2.792 3.161  0.2363
37 C 0.820 -4.767 -0.979  1.0125
38 C -1.327 -3.098 3.233  -0.0834
39 C 1.186 1.711 5.827  -1.2699
40 C 1.625 6.141 1.237  1.1576
41 C -4.570 -0.218 -0.601  1.1967
42 C -1.926 -2.453 -1.381  0.3672
43 C 0.222 0.313 4.087  -0.3992
44 C 1.181 -2.537 4.031  -1.2491
45 C 3.804 3.510 2.994  -1.4557
46 C 3.848 -5.449 -3.102  -1.5663
47 C 6.492 0.818 -2.735  -0.5137
48 C 7.818 3.226 -3.277  -0.2810
49 C 8.512 2.201 -2.712  -0.3821
50 C -0.338 -2.187 3.663  -0.0043
51 C 0.199 4.363 2.033  1.5043
52 C 1.004 2.585 3.585  0.7114
53 C -0.149 -4.269 -1.881  -0.5527
54 C 2.599 4.262 2.485  0.7229
55 C 1.896 7.472 0.596  -1.4280
56 C -4.977 -1.062 0.585  -1.7922
57 C -2.501 -4.848 -1.423  -0.2785
58 C -3.813 0.121 -2.891  1.3759
59 C -3.169 -0.380 -4.180  -1.2447
60 C -1.533 -3.842 -1.488  0.4577
61 C 2.691 5.506 1.869  -1.0298
62 C -5.787 3.237 -1.742  -1.4620
63 C 5.796 1.881 -3.299  0.6498
64 C -4.203 -3.190 -1.508  -0.3770
65 C -3.069 -1.522 3.543  -0.3818
66 H 2.057 7.522 -0.516  0.2387
67 H -5.496 1.581 0.299  -0.1261
68 H 9.567 2.217 -2.385  0.3017
69 H 4.787 3.923 2.727  0.4481
70 H -2.431 1.552 3.242  -0.0117
71 H 3.783 3.578 4.113  0.3089
72 H 1.193 -3.515 4.620  0.3952
73 H 1.610 -1.738 4.700  0.3166
74 H 0.430 -0.223 6.127  0.6003
75 H -6.362 3.278 -0.831  0.4034
76 H -0.047 -3.669 -5.287  0.3975
77 H -2.146 1.253 5.019  0.3572
78 H -3.745 -4.727 3.378  0.4530
79 H -3.333 0.341 -5.006  0.3825
80 H 2.767 7.865 1.019  0.4581
81 H -2.169 -5.869 -1.403  0.5113
82 H -2.108 -0.492 -4.058  0.0144
83 H -3.558 -1.331 -4.466  0.3006
84 H 2.790 -5.717 -0.759  0.3652
85 H -1.954 4.619 2.293  0.5417
86 H 3.692 5.944 1.825  0.2221
87 H 1.122 -5.253 1.016  0.5341
88 H -1.595 -4.307 -4.460  0.2369
89 H -6.499 3.471 -2.572  0.3340
90 H -0.500 5.770 0.606  0.2964
91 H -0.940 -2.663 -4.037  -0.1312
92 H 4.180 -5.176 -4.142  0.3430
93 H 1.805 -2.684 3.142  0.1936
94 H -4.564 -5.259 -1.093  0.3388
95 H -4.363 2.051 -3.821  0.3666
96 H 1.774 3.768 5.264  0.5334
97 H -3.641 -4.226 1.741  0.1988
98 H 1.056 8.199 0.891  0.2900
99 H -4.292 -1.823 0.799  0.0362
100 H 5.879 -0.074 -2.474  0.4054
101 H -4.736 -3.467 2.632  0.4074
102 H 4.538 -4.969 -2.434  0.3684
103 H -5.990 -1.539 0.437  0.2734
104 H -3.684 0.818 4.246  0.4520
105 H -1.379 3.093 2.825  0.0398
106 H 8.230 4.244 -3.317  0.3040
107 H -0.974 -4.101 2.954  0.3139
108 H 1.767 -4.733 -4.729  0.2638
109 H 8.481 0.173 -2.096  0.3401
110 H -0.167 2.178 -1.916  0.3012
111 H 0.351 -3.723 0.761  -0.0464
112 H -5.212 -2.941 -1.564  0.6778
113 H 6.063 3.870 -4.263  0.3587
114 H 1.172 2.637 -1.494  0.2011
115 H -5.202 -0.439 1.443  0.4765
116 H -0.584 -5.217 0.597  0.2961
117 H -1.452 3.431 1.079  0.3801
118 H -5.057 4.065 -1.753  0.2588
119 H -4.126 -1.262 3.766  0.2176
120 H 1.367 1.746 6.928  0.2291
121 H 3.886 2.460 2.633  0.2575
122 H 4.048 -6.563 -3.092  0.2737


(6)
ORCA calculation (ωB97M-V with the def2-TZVPD basis set) on a structure of composition C20H33Br2NO3PdSSb at a distorted geometry.

Properties
E_HOMO (spin up / spin down) in eV: -11.590 / -11.656
Net charge: +1
Energy above the lowest of the compared OMol25 structures with the same formula, charge and spin in kcal per mole: 13.3
Multiplicity: 3
HOMO-LUMO gap (spin up / spin down) in eV: 7.30 / 5.52

Last column: Löwdin spin population.
Positions of all 62 atoms, in Å:
1 Sb 8.095 9.544 6.185  0.3801
2 Pd 10.100 10.554 7.224  0.9547
3 Br 11.394 8.693 10.094  0.0113
4 Br 12.606 8.537 7.033  0.0478
5 S 10.960 13.180 8.781  0.0124
6 O 12.302 12.000 5.407  0.0435
7 O 9.509 13.148 8.768  0.0180
8 O 11.682 12.938 9.993  0.0101
9 N 11.576 12.096 7.626  0.1537
10 C 7.204 8.128 8.775  0.0064
11 C 8.511 7.468 5.264  0.0307
12 C 7.771 12.964 5.889  0.0032
13 C 6.948 9.499 8.217  0.0725
14 C 9.569 7.771 4.247  0.0055
15 C 8.998 6.612 6.453  0.0077
16 C 7.870 11.847 4.897  0.0184
17 C 11.409 14.569 7.738  0.0041
18 C 11.906 12.611 6.408  0.0194
19 C 11.795 14.069 6.503  0.0025
20 C 12.401 16.216 5.737  0.0020
21 C 11.523 15.915 7.962  0.0003
22 C 5.490 9.777 7.797  0.0306
23 C 7.203 6.975 4.657  0.0194
24 C 9.184 11.623 4.227  0.0205
25 C 6.576 11.495 4.199  0.0155
26 C 7.556 10.579 9.140  0.0250
27 C 12.954 9.120 8.884  0.0001
28 C 12.036 16.749 6.987  0.0033
29 C 12.267 14.861 5.473  0.0006
30 H 5.111 8.935 7.236  0.0018
31 H 6.808 8.089 9.779  0.0015
32 H 9.705 7.155 7.081  0.0061
33 H 8.685 10.550 9.171  0.0158
34 H 7.161 10.399 10.114  0.0015
35 H 8.111 6.278 7.056  0.0001
36 H 6.795 12.815 6.374  0.0001
37 H 12.857 16.844 4.953  0.0000
38 H 8.271 7.939 8.870  0.0020
39 H 6.169 12.230 3.507  0.0032
40 H 6.698 10.544 3.690  0.0030
41 H 12.571 14.350 4.527  0.0001
42 H 9.826 6.868 3.737  -0.0006
43 H 5.749 11.366 4.906  0.0024
44 H 12.266 17.775 7.237  0.0001
45 H 13.846 8.651 9.303  0.0004
46 H 6.963 7.499 3.714  0.0003
47 H 13.011 10.207 8.880  -0.0001
48 H 8.555 12.904 6.633  0.0042
49 H 7.253 11.563 8.766  0.0001
50 H 9.578 12.512 3.736  -0.0008
51 H 9.250 8.475 3.443  -0.0001
52 H 9.517 5.718 6.097  -0.0002
53 H 10.526 8.201 4.634  0.0028
54 H 4.910 9.825 8.711  0.0083
55 H 5.346 10.689 7.198  0.0023
56 H 7.143 5.924 4.455  0.0037
57 H 6.677 7.356 8.203  0.0004
58 H 6.356 7.283 5.319  0.0053
59 H 9.063 10.868 3.444  0.0001
60 H 7.831 13.953 5.387  -0.0008
61 H 11.360 16.316 8.985  -0.0001
62 H 9.993 11.366 4.919  0.0179


> Number 6 is which compound?

C20H33Br2NO3PdSSb